(1)
Formula: C7H6ClNO3S2
Source: the OMol25 dataset
Level of theory: ωB97M-V with the def2-TZVPD basis set

ORCA input file:
```
! wB97M-V def2-TZVPD RIJCOSX def2/J DEFGRID3
* xyz 0 1
C -0.10 -2.24 -1.05
C -0.74 -3.33 -0.55
C -0.49 -1.20 -0.15
C 1.85 1.91 0.39
C 1.57 2.05 -0.90
C 1.24 0.88 1.23
C -0.16 0.20 -0.20
N -1.28 -1.69 0.78
O -1.25 2.60 0.02
O -1.80 1.02 1.79
O -1.43 -3.00 0.54
S 0.49 0.90 -1.67
S -1.50 1.26 0.42
Cl -3.08 0.58 -0.67
H 0.52 -2.15 -1.91
H -0.78 -4.36 -0.86
H 2.56 2.57 0.87
H 2.00 2.78 -1.56
H 1.86 0.03 1.50
H 0.53 1.18 1.98
*
```

The value obtained for the HOMO-LUMO gap is 8.8546 eV. As for the relative energy (zero: lowest compared OMol25 entry of this formula, charge and spin): 27.26 kcal/mol. The largest force on an atom is 0.07564 hartree/bohr.


(2)
Formula: C6H15I2N3Pd
Source: the OMol25 dataset
Level of theory: ωB97M-V with the def2-TZVPD basis set

ORCA input file:
```
! wB97M-V def2-TZVPD RIJCOSX def2/J DEFGRID3
* xyz 2 3
Pd -0.12 1.55 -0.68
C 1.39 0.22 1.58
C 2.20 0.15 0.28
N 1.32 -0.06 -0.90
C 0.63 -1.38 -0.93
C -0.78 -1.25 -1.48
N -1.51 -0.09 -0.91
C -2.11 -0.25 0.44
C -1.07 -0.28 1.55
N 0.00 0.74 1.38
H 1.33 -0.76 2.06
H 1.92 0.87 2.27
H 2.73 1.09 0.11
H 2.95 -0.64 0.35
H 1.86 0.06 -1.74
H 1.19 -2.09 -1.54
H 0.62 -1.78 0.08
H -0.74 -1.08 -2.56
H -1.34 -2.17 -1.31
H -2.25 0.16 -1.55
H -2.78 0.60 0.58
H -2.72 -1.16 0.48
H -1.58 -0.13 2.50
H -0.61 -1.26 1.62
H -0.16 1.49 2.05
I -0.19 4.33 -0.67
I -0.18 3.12 -3.07
*
```

The value obtained for the HOMO-LUMO gap (alpha / beta) is 6.9262 / 7.4094 eV. As for the relative energy (zero: lowest compared OMol25 entry of this formula, charge and spin): 0.00 kcal/mol. The expectation value of S² is 2.021. The largest force on an atom is 0.00353 hartree/bohr.


(3)
Formula: C18H21ClN2O3
Source: the OMol25 dataset
Level of theory: ωB97M-V with the def2-TZVPD basis set

ORCA input file:
```
! wB97M-V def2-TZVPD RIJCOSX def2/J DEFGRID3
* xyz 0 1
C 4.38 -3.43 3.18
H 5.40 -3.46 3.55
H 3.91 -4.39 3.37
H 4.40 -3.26 2.11
C 3.61 -2.32 3.90
N 2.18 -2.40 3.65
C 1.82 -1.97 2.31
H 2.41 -2.52 1.58
C 0.34 -2.25 2.05
N -0.47 -1.58 3.05
C -1.27 -0.51 2.85
O -1.70 0.18 3.76
C -1.69 -0.25 1.44
C -2.22 -1.07 0.48
C -2.61 -0.23 -0.59
C -2.30 1.04 -0.20
O -1.75 1.04 1.03
C -2.45 2.36 -0.90
H -1.83 3.11 -0.40
H -3.49 2.69 -0.88
O -2.14 2.27 -2.28
C -0.87 1.96 -2.65
C -0.67 1.84 -4.03
C 0.58 1.53 -4.51
C 1.66 1.33 -3.66
C 1.45 1.46 -2.30
C 0.20 1.77 -1.79
H 0.08 1.87 -0.72
H 2.28 1.32 -1.62
H 2.63 1.09 -4.05
Cl 0.81 1.38 -6.22
H -1.51 1.99 -4.69
H -3.06 -0.52 -1.52
H -2.33 -2.13 0.53
C -0.08 -1.93 4.40
C 1.40 -1.66 4.62
H 1.68 -1.98 5.62
H 1.58 -0.57 4.55
H -0.69 -1.34 5.09
H -0.28 -3.00 4.54
H 0.07 -1.90 1.06
H 0.16 -3.32 2.13
H 2.01 -0.89 2.17
H 3.75 -2.45 4.98
H 4.02 -1.34 3.63
*
```

As for the SMILES: CCN1CCN(C(=O)c2ccc(COc3cccc(Cl)c3)o2)CC1. The value obtained for the HOMO-LUMO gap is 9.4161 eV. As for the relative energy (zero: lowest compared OMol25 entry of this formula, charge and spin): 2.07 kcal/mol. The largest force on an atom is 0.01828 hartree/bohr.


(4)
Formula: C21H25BCl4EuN10O2
Source: the OMol25 dataset
Level of theory: ωB97M-V with the def2-TZVPD basis set

ORCA input file:
```
! wB97M-V def2-TZVPD RIJCOSX def2/J DEFGRID3
* xyz -2 8
Eu -6.05 -2.64 18.04
C -3.22 -2.37 20.89
C -2.75 -1.83 19.60
C -1.49 -1.28 19.32
C -1.43 -1.12 17.94
C -0.27 -0.73 17.13
N -2.62 -1.54 17.45
N -3.41 -2.00 18.45
B -3.08 -1.71 15.93
N -3.39 -3.23 15.56
N -4.47 -3.87 16.07
C -4.62 -5.01 15.43
C -5.63 -6.02 15.89
C -3.54 -5.18 14.51
C -2.80 -4.01 14.60
C -1.59 -3.54 13.80
N -4.19 -0.70 15.69
N -5.30 -0.71 16.47
C -5.89 0.49 16.36
C -7.14 0.80 17.10
C -5.16 1.29 15.48
C -4.08 0.49 15.05
C -3.07 0.78 13.97
H -3.03 -1.67 21.71
H -4.29 -2.56 20.93
H -2.64 -3.28 21.10
H -0.70 -1.06 20.02
H 0.52 -0.35 17.81
H 0.18 -1.54 16.55
H -0.61 -0.01 16.41
H -2.12 -1.29 15.32
H -5.36 -6.45 16.85
H -6.61 -5.66 15.91
H -5.66 -6.85 15.23
H -3.32 -6.01 13.86
H -1.40 -4.30 13.08
H -1.83 -2.53 13.48
H -0.69 -3.47 14.47
H -7.26 0.30 18.03
H -7.31 1.87 17.31
H -7.97 0.42 16.50
H -5.35 2.38 15.30
H -3.48 1.51 13.22
H -2.17 1.17 14.41
H -2.80 -0.12 13.44
N -8.74 -2.84 18.88
H -9.27 -2.17 18.31
H -8.59 -2.44 19.83
H -9.20 -3.75 18.88
Cl -9.66 -1.18 13.42
C -8.86 -2.74 13.81
Cl -7.44 -2.95 12.74
Cl -9.99 -4.12 13.55
C -8.44 -2.71 15.40
O -8.95 -1.79 16.03
O -7.71 -3.63 15.71
Cl -6.69 -0.92 20.20
N -5.38 -4.51 19.85
C -5.56 -5.38 20.57
C -5.77 -6.41 21.49
C -5.47 -6.24 22.85
N -5.37 -6.08 24.00
C -6.44 -7.60 21.12
N -6.98 -8.61 20.89
*
```

The value obtained for the HOMO-LUMO gap (alpha / beta) is 5.6913 / 7.2136 eV. As for the relative energy (zero: lowest compared OMol25 entry of this formula, charge and spin): 5.06 kcal/mol. The expectation value of S² is 15.759. The largest force on an atom is 0.04248 hartree/bohr.


(5)
Formula: C6H8
Source: the OMol25 dataset
Level of theory: ωB97M-V with the def2-TZVPD basis set

ORCA input file:
```
! wB97M-V def2-TZVPD RIJCOSX def2/J DEFGRID3
* xyz 0 1
C -0.77 0.02 1.06
C -0.21 -1.00 0.05
C -0.86 -0.12 -1.04
C -0.33 0.98 -0.05
C 1.18 0.72 -0.07
C 1.26 -0.60 0.04
H -1.87 -0.04 1.15
H -0.32 0.19 2.03
H -0.38 -2.06 0.17
H -0.37 -0.19 -2.02
H -1.94 -0.16 -1.10
H -0.76 2.05 -0.04
H 1.90 1.47 -0.19
H 2.11 -1.31 -0.01
*
```

The value obtained for the HOMO-LUMO gap is 10.1063 eV. As for the relative energy (zero: lowest compared OMol25 entry of this formula, charge and spin): 34.26 kcal/mol. The largest force on an atom is 0.04768 hartree/bohr.


(6)
Formula: C4H7N3
Source: the OMol25 dataset
Level of theory: ωB97M-V with the def2-TZVPD basis set

ORCA input file:
```
! wB97M-V def2-TZVPD RIJCOSX def2/J DEFGRID3
* xyz 0 1
C -2.15 0.32 -0.21
C -0.85 -0.44 0.17
N 0.26 0.49 0.29
C 1.45 -0.13 0.10
N 1.46 -1.41 0.02
C 2.62 0.73 -0.01
N 3.56 1.39 -0.09
H -2.07 0.82 -1.19
H -2.45 1.11 0.52
H -2.99 -0.37 -0.26
H -0.31 -1.27 -0.39
H -1.00 -0.94 1.14
H 0.17 1.49 0.27
H 2.32 -1.79 -0.35
*
```

As for the SMILES: [H]/N=C(\C#N)NCC. The value obtained for the HOMO-LUMO gap is 10.5115 eV. As for the relative energy (zero: lowest compared OMol25 entry of this formula, charge and spin): 24.90 kcal/mol. The largest force on an atom is 0.04064 hartree/bohr.


(7)
Formula: C14H27FNO3P
Source: the OMol25 dataset
Level of theory: ωB97M-V with the def2-TZVPD basis set

ORCA input file:
```
! wB97M-V def2-TZVPD RIJCOSX def2/J DEFGRID3
* xyz 0 1
C 6.15 -2.24 0.90
C 5.36 -0.78 0.86
C 5.74 0.46 -0.16
C 4.89 1.87 -0.16
C 3.61 2.05 0.88
C 3.26 0.79 1.88
C 1.97 0.94 2.88
C 0.51 0.97 2.13
C 0.39 0.67 0.52
O -0.48 -0.51 0.25
P -0.25 -1.45 1.70
F -1.98 -1.60 1.90
O -0.23 -0.10 2.85
C 4.09 -0.63 1.92
H 6.12 -2.63 -0.22
H 7.24 -2.11 1.32
H 5.50 -3.01 1.54
H 6.65 0.33 -0.91
H 5.13 2.80 -0.86
H 2.98 3.05 0.89
H 2.16 1.88 3.58
H 1.98 0.00 3.61
H 0.15 2.08 2.22
H 0.05 1.72 0.07
H 1.34 0.44 -0.12
H 1.19 -1.41 1.39
H -0.39 -2.61 0.83
H 0.14 -2.41 2.72
H 3.77 -1.49 2.66
C -2.65 0.19 -2.36
C -3.74 -0.80 -1.97
C -5.09 -0.51 -2.65
O -5.72 0.60 -2.00
C -5.64 1.83 -2.72
N -3.96 -0.69 -0.49
H -2.85 1.20 -1.98
H -1.69 -0.12 -1.96
H -2.56 0.26 -3.45
H -3.41 -1.82 -2.18
H -5.75 -1.37 -2.49
H -4.99 -0.37 -3.73
H -5.63 1.67 -3.80
H -4.74 2.37 -2.41
H -6.51 2.44 -2.46
H -3.09 -0.62 0.05
H -4.51 -1.48 -0.13
H -4.53 0.15 -0.32
*
```

The value obtained for the HOMO-LUMO gap is 7.2639 eV. The largest force on an atom is 0.10753 hartree/bohr.


(8)
Formula: C17H20N6O8Sn
Source: the OMol25 dataset
Level of theory: ωB97M-V with the def2-TZVPD basis set

ORCA input file:
```
! wB97M-V def2-TZVPD RIJCOSX def2/J DEFGRID3
* xyz 0 1
Sn 0.20 1.30 -0.18
O -0.50 -2.50 -1.44
C -0.77 -1.50 -0.80
O -0.54 -0.29 -1.26
C -1.36 -1.64 0.58
C -1.77 -2.92 0.92
C -2.30 -3.19 2.17
C -2.43 -2.20 3.12
C -1.99 -0.94 2.79
C -1.47 -0.59 1.52
O -1.11 0.65 1.32
N -2.03 0.07 3.86
O -1.01 0.70 4.08
O -3.07 0.18 4.48
N -2.68 -4.56 2.51
O -3.16 -4.76 3.60
O -2.49 -5.42 1.67
H -1.66 -3.71 0.19
H -2.84 -2.40 4.10
C 0.73 -5.89 1.36
C 0.90 -4.88 0.24
N 2.29 -4.74 -0.21
C 2.86 -5.84 -1.00
C 3.95 -6.59 -0.25
C 3.01 -3.61 -0.12
O 4.08 -3.43 -0.68
C 2.46 -2.52 0.75
C 2.43 -2.63 2.13
C 1.96 -1.57 2.89
C 1.49 -0.45 2.24
N 1.52 -0.34 0.91
C 2.02 -1.33 0.18
H -0.32 -5.96 1.64
H 1.30 -5.59 2.25
H 1.07 -6.88 1.06
H 0.53 -3.90 0.53
H 0.29 -5.16 -0.62
H 3.26 -5.42 -1.92
H 2.04 -6.50 -1.26
H 4.77 -5.92 0.00
H 4.34 -7.40 -0.86
H 3.56 -7.02 0.68
H 2.76 -3.55 2.60
H 1.91 -1.63 3.97
H 1.03 0.37 2.79
H 2.02 -1.21 -0.90
N 3.26 2.21 0.51
N 3.16 1.73 -0.83
H 4.14 2.71 0.66
H 3.25 1.41 1.13
H 4.04 1.35 -1.18
H 2.91 2.51 -1.42
*
```

The value obtained for the HOMO-LUMO gap is 8.8025 eV. As for the relative energy (zero: lowest compared OMol25 entry of this formula, charge and spin): 5.19 kcal/mol. The largest force on an atom is 0.00409 hartree/bohr.


(9)
Formula: C56H35F3N7O2Ru
Source: the OMol25 dataset
Level of theory: ωB97M-V with the def2-TZVPD basis set

ORCA input file:
```
! wB97M-V def2-TZVPD RIJCOSX def2/J DEFGRID3
* xyz 1 5
Ru 0.90 -0.42 -0.12
C 0.61 6.60 -2.94
C 1.60 5.70 -3.26
C 1.51 4.35 -2.89
C 0.42 3.88 -2.19
C -0.61 4.77 -1.89
C -0.50 6.12 -2.26
C 0.35 2.48 -1.72
C -0.04 2.33 -0.34
C 0.06 3.29 0.65
C -0.72 2.91 1.78
C -1.26 1.69 1.51
N -0.77 1.22 0.27
C -2.39 -0.29 0.86
C -0.52 -1.17 2.26
C -0.21 -0.78 3.52
C 1.21 -0.95 3.70
C 1.70 -1.51 2.50
C 2.96 -1.91 2.06
C 4.13 -2.08 2.95
C 3.94 -2.54 4.25
C 5.00 -2.61 5.15
C 6.26 -2.24 4.74
C 6.48 -1.77 3.47
C 5.44 -1.70 2.57
C 3.15 -2.24 0.66
N 2.48 -1.59 -0.38
C 3.00 -2.07 -1.55
C 2.69 -1.56 -2.85
C 3.32 -2.21 -4.02
C 2.53 -2.74 -5.06
C 3.12 -3.32 -6.17
C 4.48 -3.35 -6.33
C 5.27 -2.84 -5.32
C 4.71 -2.31 -4.17
C 1.94 -0.42 -2.99
C 1.74 0.28 -4.22
C 1.07 1.42 -3.95
C 0.85 1.43 -2.51
N 1.32 0.29 -1.97
C 3.95 -3.10 -1.27
C 4.05 -3.17 0.12
N 0.61 -1.68 1.58
C -3.60 -1.08 0.42
C -4.71 -1.12 1.25
C -5.73 -2.01 0.95
C -5.65 -2.80 -0.21
C -4.55 -2.74 -1.03
C -3.50 -1.91 -0.69
H 0.68 7.63 -3.24
H 2.47 6.04 -3.77
H 2.35 3.71 -3.15
H -1.52 4.40 -1.44
H -1.34 6.74 -2.03
H 0.62 4.18 0.59
H -0.89 3.48 2.69
H -0.85 -0.28 4.22
H 1.79 -0.64 4.56
H 2.96 -2.87 4.55
H 4.88 -3.07 6.13
H 7.10 -2.25 5.40
H 7.47 -1.46 3.18
H 5.59 -1.32 1.55
H 1.46 -2.76 -4.89
H 2.46 -3.80 -6.88
H 4.93 -3.82 -7.21
H 6.35 -2.90 -5.36
H 5.38 -1.94 -3.37
H 2.14 0.01 -5.17
H 0.80 2.23 -4.60
H 4.45 -3.69 -2.01
H 4.70 -3.81 0.71
H -4.76 -0.52 2.16
H -6.60 -2.09 1.63
H -6.48 -3.51 -0.39
H -4.53 -3.36 -1.91
H -2.63 -1.88 -1.33
N -8.76 4.66 4.30
C -7.88 4.18 3.73
C -6.78 3.60 2.99
C -7.01 3.01 1.75
C -5.97 2.37 1.10
C -4.70 2.34 1.71
C -4.47 2.94 2.91
C -5.52 3.56 3.58
N -3.67 1.69 1.02
C -3.60 1.72 -0.36
C -2.68 1.05 -1.09
N -1.69 0.27 -0.33
C -2.59 0.99 1.70
H -8.01 3.04 1.31
H -6.10 1.88 0.15
H -3.48 2.99 3.35
H -5.34 4.07 4.52
H -4.32 2.36 -0.83
H -2.64 1.09 -2.18
H -2.88 0.76 2.71
F 1.87 -4.37 2.49
C 0.58 -4.23 2.16
F 0.13 -5.37 1.69
F -0.09 -3.92 3.28
C 0.34 -3.07 1.13
O -0.07 -3.26 0.07
O -1.70 -1.29 1.61
*
```

The value obtained for the HOMO-LUMO gap (alpha / beta) is 5.4611 / 5.7426 eV. As for the relative energy (zero: lowest compared OMol25 entry of this formula, charge and spin): 0.00 kcal/mol. The expectation value of S² is 6.123. The largest force on an atom is 0.06230 hartree/bohr.


(10)
Formula: C9H22LiN2O3Se2
Source: the OMol25 dataset
Level of theory: ωB97M-V with the def2-TZVPD basis set

ORCA input file:
```
! wB97M-V def2-TZVPD RIJCOSX def2/J DEFGRID3
* xyz 1 1
Li -0.86 0.69 -0.64
C -1.87 -3.32 -2.12
Se -1.51 -1.40 -2.31
C 0.44 -1.60 -2.60
C 0.93 -0.74 -3.75
Se 1.39 1.09 -3.21
C 2.15 1.74 -4.88
H -1.34 -3.73 -1.27
H -1.57 -3.84 -3.03
H -2.94 -3.44 -1.97
H 0.60 -2.65 -2.84
H 0.96 -1.36 -1.67
H 0.16 -0.66 -4.53
H 1.85 -1.15 -4.18
H 2.64 0.94 -5.42
H 2.87 2.52 -4.65
H 1.32 2.15 -5.46
O -0.15 1.86 -3.33
O -0.75 1.08 -2.28
C -1.61 1.26 4.14
N -1.36 0.53 2.92
C -2.58 0.20 2.20
C -0.22 0.62 2.19
O -0.26 0.66 0.94
N 0.97 0.58 2.82
C 2.19 0.76 2.07
C 1.16 0.13 4.18
H -2.34 2.05 3.94
H -0.71 1.72 4.53
H -2.04 0.60 4.90
H -3.22 -0.39 2.86
H -2.33 -0.38 1.32
H -3.14 1.09 1.90
H 1.95 1.12 1.07
H 2.72 -0.20 1.98
H 2.83 1.48 2.58
H 0.31 -0.46 4.51
H 1.31 0.97 4.87
H 2.05 -0.50 4.22
*
```

The value obtained for the HOMO-LUMO gap is 8.6934 eV. As for the relative energy (zero: lowest compared OMol25 entry of this formula, charge and spin): 10.80 kcal/mol. The largest force on an atom is 0.01886 hartree/bohr.